Entry 1:
A cluster of 7 separate species, C5H23BNO7 in total in a non-equilibrium geometry. Source: OMol25; level of theory: wB97M-V/def2-TZVPD.

```
! wB97M-V def2-TZVPD RIJCOSX def2/J DEFGRID3
* xyz 1 1
O 2.93 1.35 1.92
O -2.61 -6.89 2.09
O -1.34 2.34 -3.69
O 1.73 4.89 -2.88
O -1.82 -4.11 2.59
O -1.36 0.27 1.26
O -2.80 1.65 3.90
N 0.68 -0.50 -1.91
C 0.07 0.28 -0.80
C 0.18 -1.77 1.08
C 1.19 1.33 -0.61
C 1.47 0.22 -2.62
C 1.60 1.59 -2.07
B -0.39 -0.43 0.55
H 0.53 -1.48 -2.10
H -1.73 -6.54 2.29
H 2.65 1.86 -2.16
H 0.44 -1.62 2.13
H 1.87 4.76 -3.83
H 0.97 2.32 -2.59
H 0.83 5.23 -2.82
H -2.10 2.84 -3.38
H -2.39 1.14 3.20
H 3.30 2.23 1.78
H -0.91 0.90 1.83
H 1.07 -2.11 0.56
H 2.01 0.85 -0.08
H -2.63 -4.63 2.50
H 2.00 -0.14 -3.49
H -2.48 -7.84 2.02
H -2.45 2.54 3.82
H -0.78 0.80 -1.24
H 0.81 2.17 -0.04
H -0.59 -2.54 1.08
H 3.69 0.83 2.22
H -2.12 -3.23 2.83
H -1.51 1.45 -3.36
*
```

The calculation puts the HOMO energy at -13.393 eV. The orbital gap is 0.34079 hartree.

These are the Mulliken partial charges, in e, on atoms 1 to 6: number 1, O, carries -0.6258; number 2, O, carries -0.6312; number 3, O, carries -0.6105; number 4, O, carries -0.6429; number 5, O, carries -0.6407; number 6, O, carries -0.6279

***

Entry 2:
A cluster of 2 separate species, C3H8O in total in a non-equilibrium geometry. Source: OMol25; level of theory: wB97M-V/def2-TZVPD.

```
! wB97M-V def2-TZVPD RIJCOSX def2/J DEFGRID3
* xyz 0 1
O 2.27 0.03 0.15
C 1.13 0.37 0.43
C -0.01 0.19 -0.46
C -1.47 0.26 -0.02
H 0.72 -1.87 0.16
H 0.49 1.26 -0.65
H -2.04 0.79 -0.79
H -1.97 -0.72 0.10
H 0.15 -0.42 -1.35
H 1.44 -1.63 0.17
H 0.86 0.94 1.33
H -1.58 0.79 0.93
*
```

The calculation puts the HOMO energy at -9.780 eV. Its SMILES is [H][H].CCC=O. The orbital gap is 0.39435 hartree. For the energy relative to the best compared isomer or geometry (same formula, charge and spin), the calculation gives 63.9 kcal/mol.

These are the Mulliken partial charges, in e, on atoms 1 to 6: number 1, O, carries -0.5315; number 2, C, carries -0.2165; number 3, C, carries -0.1777; number 4, C, carries -0.9290; number 5, H, carries 0.0625; number 6, H, carries 0.1731

***

Entry 3:
A structure of composition C20H34IrP in a non-equilibrium geometry. Source: OMol25; level of theory: wB97M-V/def2-TZVPD.

```
! wB97M-V def2-TZVPD RIJCOSX def2/J DEFGRID3
* xyz 1 6
Ir 0.53 -0.75 -1.94
P -0.39 0.54 2.48
C 0.28 2.18 4.77
C -1.24 -1.52 -0.04
C 2.18 -0.75 0.41
C 0.73 1.70 3.40
C -1.93 2.93 2.08
C 0.15 -3.11 -0.97
C -1.64 0.03 3.71
C -0.59 -2.51 -2.07
C -1.37 1.69 1.40
C 0.80 1.17 -4.10
C 1.74 0.52 -0.03
C -0.27 -2.52 0.24
C 2.65 -0.59 -1.88
C -1.16 -1.14 4.56
C 2.72 -1.44 -0.70
C 2.01 0.67 -1.44
C -1.20 -0.25 -4.16
C 0.28 -0.24 -3.76
C -1.43 -1.45 -1.47
C 1.05 -1.28 -4.60
H -1.93 -1.42 5.28
H 1.31 1.34 0.57
H 0.81 -1.13 -5.65
H -2.18 1.08 0.99
H -1.15 3.64 2.38
H -1.64 -1.24 -4.10
H -0.67 2.73 4.74
H -0.25 -0.90 5.12
H -2.55 2.69 2.95
H 1.03 2.88 5.16
H 0.35 1.89 -3.41
H 0.78 -2.30 -4.31
H 1.67 1.13 3.50
H -0.72 1.96 0.56
H 3.16 -2.44 -0.72
H 0.05 -2.80 1.24
H 0.94 2.55 2.73
H -2.53 -0.27 3.13
H -1.91 0.89 4.32
H 1.96 1.59 -2.00
H 0.19 1.36 5.49
H -0.95 -2.03 3.95
H -2.23 -0.92 -1.98
H -1.26 0.11 -5.20
H 2.15 -1.10 1.44
H 3.15 -0.76 -2.83
H 2.13 -1.19 -4.44
H -1.76 0.44 -3.52
H -1.80 -0.92 0.67
H 1.88 1.23 -4.02
H 0.49 1.41 -5.12
H 0.85 -3.94 -1.11
H -0.67 -2.89 -3.08
H -2.57 3.46 1.36
*
```

The calculation puts the HOMO energy (spin up / spin down) at -8.358 / -10.755 eV. The orbital gap (spin up / spin down) is 0.21185 / 0.16080 hartree. For the energy relative to the best compared isomer or geometry (same formula, charge and spin), the calculation gives 3.7 kcal/mol.

These are the Mulliken partial charges, in e, on atoms 1 to 6: number 1, Ir, carries 1.1607; number 2, P, carries 0.3007; number 3, C, carries -1.3485; number 4, C, carries -0.5355; number 5, C, carries -0.3131; number 6, C, carries -0.4886

***

Entry 4:
An isolated molecule of C3H3Cl2N2OP in a non-equilibrium geometry. Source: OMol25; level of theory: wB97M-V/def2-TZVPD.

```
! wB97M-V def2-TZVPD RIJCOSX def2/J DEFGRID3
* xyz 0 1
Cl -2.34 -1.20 1.12
Cl -0.48 -3.11 -0.45
P -0.42 -1.73 0.97
O 0.14 -2.07 2.26
N 0.64 2.15 -0.09
N 0.34 -0.04 0.13
C 0.32 1.57 -1.30
C 0.62 1.18 0.75
C 0.14 0.20 -1.20
H 0.13 2.37 -2.03
H 0.99 1.21 1.68
H -0.08 -0.55 -1.84
*
```

The calculation puts the HOMO energy at -9.107 eV. Its SMILES is O=P(Cl)(Cl)n1ccnc1. The orbital gap is 0.31033 hartree. For the energy relative to the best compared isomer or geometry (same formula, charge and spin), the calculation gives 0.0 kcal/mol.

These are the Mulliken partial charges, in e, on atoms 1 to 6: number 1, Cl, carries -0.1389; number 2, Cl, carries -0.1411; number 3, P, carries 0.9062; number 4, O, carries -0.4899; number 5, N, carries -0.5416; number 6, N, carries -0.0320